A molecular structure, C51H32N5O4Rb at a distorted geometry, computed with wB97M-V/def2-TZVPD.

Properties
net charge	-2
HOMO level	-1.133	eV
relative energy (zero: lowest compared OMol25 entry of this formula, charge and spin)	0.0	kcal/mol

Geometry as XYZ:
```
93
Properties=species:S:1:pos:R:3:forces:R:3
Rb -0.471702 0.324201 1.401085 0.31 0.20 0.13
C -4.799222 1.070466 -5.499286 -0.03 0.00 -0.64
C -5.391609 1.090040 -4.258248 -1.02 0.69 0.13
C -4.673133 0.712437 -3.145619 -0.85 -0.29 1.12
C -3.379668 0.266348 -3.270583 1.02 0.49 -0.27
C -2.778496 0.234375 -4.547692 -0.47 -0.21 1.03
C -3.495468 0.614640 -5.661960 -0.79 0.08 1.03
C -2.551163 -0.048334 -2.035338 0.42 0.18 0.21
C -1.787526 -1.887527 -1.331472 0.08 -0.07 0.56
C -1.870230 -3.290730 -1.827596 0.66 -0.71 -0.24
C -1.013337 -4.048387 -1.121570 -0.22 0.13 -0.21
C -0.351144 -3.127268 -0.107822 -1.22 1.27 -1.09
N -0.842861 -1.910352 -0.250808 0.06 -0.10 0.21
C 0.721662 -3.531046 0.695374 0.33 -0.52 0.11
C 1.844319 -2.724810 1.017309 0.29 -0.47 1.29
C 3.122497 -3.286619 1.691707 -1.31 1.03 -1.25
C 3.978874 -2.261857 1.653299 -1.48 0.72 -0.02
C 3.231340 -1.078051 1.169310 -0.10 0.22 -0.01
C 3.778474 0.167323 1.070592 0.99 0.06 -0.18
C 5.198287 0.298834 1.563815 0.04 0.39 -1.46
C 5.497096 0.145129 2.893742 -0.82 -0.48 0.82
C 6.785897 0.118191 3.363475 2.00 0.36 0.74
C 7.870260 0.322997 2.487977 -1.07 0.02 -0.40
C 7.565028 0.581779 1.140394 1.13 0.03 0.32
C 6.267619 0.574926 0.683883 -0.40 -0.53 1.23
C 3.232893 1.384093 0.494711 -0.93 0.04 0.37
N 1.925912 1.537948 0.179641 0.17 -0.67 -0.15
C 1.741856 2.829699 -0.185592 1.30 -0.17 0.58
C 0.495410 3.415119 -0.492097 -0.23 -0.81 -0.39
C 0.458473 4.863381 -0.302068 -0.64 0.49 1.48
C 0.273366 5.384244 0.993312 0.68 1.46 -1.91
C 0.324780 6.797657 1.143074 -0.14 -1.57 0.87
C 0.571145 7.630565 0.078544 -0.04 -0.35 -1.65
C 0.721823 7.061616 -1.213508 0.07 1.03 1.02
C 0.622442 5.705960 -1.377012 0.15 0.00 -0.78
C -0.644448 2.783411 -0.905292 -0.18 0.46 0.57
C -1.972254 3.363439 -0.796136 -0.04 0.14 -0.41
C -2.851942 2.371947 -1.070755 0.67 0.27 -0.25
C -2.003071 1.239674 -1.411387 -2.04 -0.66 -0.50
N -0.746689 1.448124 -1.281518 0.88 0.08 -0.28
C 2.974433 3.538391 -0.031421 -0.59 0.38 -0.40
C 3.916579 2.625245 0.365109 -0.15 0.58 0.16
N 1.923281 -1.422327 0.843881 0.65 -0.35 -0.17
C 0.717004 -4.951713 1.020898 -0.66 -0.70 0.01
C -0.480138 -5.547406 1.554572 1.28 0.19 -0.30
C -0.521969 -6.899298 1.792799 0.67 -0.58 -0.01
C 0.607310 -7.713203 1.548146 -0.91 -0.54 0.51
C 1.760735 -7.170470 1.036907 -0.47 1.40 -0.15
C 1.793970 -5.791500 0.730595 -0.22 -1.15 0.39
H -5.343368 1.411963 -6.370366 -0.13 -0.05 -0.04
H -6.427765 1.458462 -4.129307 0.70 -0.29 -0.18
H -5.167782 0.708818 -2.153775 0.46 0.07 -0.70
H -1.769518 -0.113540 -4.597759 0.49 -0.16 -0.15
H -3.110486 0.531830 -6.638367 0.67 0.04 -0.98
H -2.455758 -3.509777 -2.718386 0.27 -0.42 0.21
H -0.698224 -5.088591 -1.283222 -0.41 0.52 0.07
H 3.230072 -4.280706 2.063619 0.25 -0.30 0.06
H 4.971231 -2.156632 1.963443 1.27 -0.35 0.48
H 4.672607 -0.061466 3.575535 0.14 0.16 -0.07
H 6.990137 0.002273 4.450763 -0.24 -0.09 -0.88
H 8.912254 0.263700 2.779534 -0.14 0.09 0.29
H 8.391398 0.787165 0.435648 -0.51 -0.21 0.38
H 6.101901 0.689646 -0.348487 -0.45 0.26 -1.10
H 0.148225 4.688461 1.792667 -0.15 -0.08 0.59
H 0.200540 7.169862 2.150983 -0.07 0.30 -0.01
H 0.581968 8.710733 0.147631 0.13 -0.01 0.34
H 0.970271 7.688836 -2.066113 -0.25 0.03 0.11
H 0.690965 5.285020 -2.373354 0.13 -0.12 0.05
H -2.166192 4.399441 -0.568920 -0.13 -0.05 0.26
H -3.924455 2.383460 -1.006838 -0.04 0.08 -0.04
H 3.107024 4.599153 -0.201665 0.12 -0.06 0.00
H 4.901601 2.939400 0.644694 0.48 -0.40 0.03
H -1.332688 -4.934981 1.812466 0.04 0.21 -0.13
H -1.404668 -7.347257 2.228553 -0.12 -0.04 -0.04
H 0.544881 -8.783959 1.789267 0.08 0.47 -0.13
H 2.624589 -7.773561 0.864369 0.43 -0.37 -0.20
H 2.666360 -5.406641 0.229843 0.10 0.24 0.01
O -4.240848 -1.796872 -1.725841 -0.32 -0.68 -0.18
C -3.148264 -1.157665 -1.110259 -0.46 1.13 0.72
O -1.473178 -0.917256 -2.364184 0.50 -0.68 -0.31
C -3.642963 -0.839730 0.312534 -0.12 -0.36 -0.41
C -4.244258 -1.896939 0.999181 0.83 0.48 -0.59
C -4.701699 -1.618406 2.265852 -0.96 -1.08 0.03
C -4.631053 -0.342401 2.768652 0.41 0.18 0.78
C -3.955766 0.643176 2.066510 -0.05 -0.71 -0.57
N -3.528005 0.384112 0.816630 0.60 -0.05 0.18
C -3.764311 2.015309 2.694178 0.33 0.24 0.03
O -2.832224 2.173318 3.517630 0.06 -0.54 -0.31
O -4.620242 2.819248 2.316215 -0.61 0.66 -0.17
H -3.976397 -2.152499 -2.586515 0.02 0.25 0.22
H -4.266023 -2.856098 0.494083 -0.20 -0.05 0.38
H -5.185446 -2.432593 2.816059 0.14 0.38 0.08
H -4.991141 -0.097117 3.757449 -0.08 -0.10 0.10
```
Positions in Å, forces in eV/Å.

These are the Mulliken partial charges, in e, on atoms 1 to 8: Rb 0.9189; C -0.3417; C -1.0369; C 0.3289; C -1.2311; C -0.5737; C -0.9741; C 2.9865